Record 1
87
Properties=species:S:1:pos:R:3 method="wB97M-V/def2-TZVPD" max_force_ev_per_a=1.3 s_squared=6.03 e_above_lowest_kj_mol=16.52 e_tot_ev=-216071.902 lumo_energy_ev="3.9778 / 3.9752" charge=-2 multiplicity=5
Fe -1.40 -1.07 1.37
C -1.23 1.42 6.32
S -0.02 0.10 6.04
C -0.45 -0.43 4.40
S -2.04 -0.29 3.83
N 0.59 -0.96 3.81
N 0.33 -1.44 2.56
C 1.28 -2.16 2.04
C 1.07 -2.81 0.75
C 1.97 -3.77 0.28
C 1.70 -4.38 -0.93
C 0.56 -4.02 -1.63
C -0.28 -3.06 -1.08
N -0.03 -2.46 0.07
H -0.90 1.93 7.23
H -2.22 1.01 6.46
H -1.23 2.11 5.48
H 2.19 -2.35 2.61
H 2.85 -4.00 0.86
H 2.38 -5.12 -1.33
H 0.31 -4.48 -2.58
H -1.20 -2.77 -1.58
N -3.24 1.85 1.58
C -2.34 2.85 0.91
C -3.11 4.14 0.70
P -0.96 3.07 2.15
O -0.22 4.40 1.54
O -1.69 3.42 3.40
O -0.01 1.93 2.06
P -1.90 2.01 -0.68
O -0.59 2.87 -1.13
O -2.98 2.28 -1.65
O -1.52 0.61 -0.30
H -3.39 2.12 2.56
H -2.79 0.91 1.58
H -4.13 1.72 1.07
H -3.42 4.55 1.66
H -3.96 3.96 0.05
H -2.45 4.85 0.22
H 0.71 4.21 1.47
H 0.09 2.75 -0.46
Cl -5.62 -0.12 0.31
C -5.27 -1.81 -0.04
C -6.24 -2.51 -0.70
C -6.08 -3.87 -0.99
C -4.92 -4.49 -0.53
C -3.95 -3.77 0.13
Cl -2.58 -4.67 0.75
C -3.99 -2.34 0.40
N -3.06 -1.68 0.97
H -7.14 -1.99 -1.00
H -6.84 -4.42 -1.53
H -4.77 -5.55 -0.69
C 5.44 -2.59 -1.06
C 5.25 -1.78 0.05
C 4.16 -0.93 0.11
C 3.25 -0.84 -0.94
C 3.44 -1.68 -2.03
C 4.52 -2.54 -2.10
As 1.59 0.26 -0.71
C 2.51 2.00 -0.47
C 2.56 3.03 -1.41
C 3.16 4.24 -1.10
C 3.71 4.45 0.15
C 3.63 3.45 1.11
C 3.02 2.25 0.80
C 1.16 0.36 -2.62
C 2.07 0.73 -3.61
C 1.70 0.75 -4.94
C 0.40 0.39 -5.31
C -0.51 0.01 -4.34
C -0.13 0.00 -3.00
H 6.30 -3.25 -1.11
H 5.95 -1.81 0.87
H 4.02 -0.33 1.00
H 2.72 -1.69 -2.84
H 4.65 -3.19 -2.96
H 2.09 2.90 -2.38
H 3.17 5.03 -1.84
H 4.18 5.40 0.39
H 4.01 3.62 2.11
H 2.87 1.52 1.59
H 3.09 0.98 -3.34
H 2.41 1.05 -5.70
H 0.11 0.42 -6.35
H -1.52 -0.25 -4.61
H -0.86 -0.24 -2.23

---

Record 2
16
Properties=species:S:1:pos:R:3 method="wB97M-V/def2-TZVPD" max_force_ev_per_a=3.4 e_above_lowest_kj_mol=24.42 e_tot_ev=-12014.000 lumo_energy_ev=-3.5151 charge=+1 multiplicity=1
C -1.82 -0.64 0.83
C -0.59 -0.64 -1.10
C 0.25 -0.23 0.21
C 1.51 0.64 0.09
N -0.68 -0.23 1.26
N 1.59 -0.82 0.34
O -1.86 -0.91 -0.53
F -0.93 2.22 0.10
H -2.74 -0.74 1.43
H -0.80 0.16 -1.74
H -0.20 -1.50 -1.59
H 1.93 1.21 0.92
H 1.98 1.03 -0.81
H -1.26 2.99 -0.17
H 1.81 -1.06 1.33
H 1.83 -1.46 -0.55

---

Record 3
52
Properties=species:S:1:pos:R:3 method="wB97M-V/def2-TZVPD" max_force_ev_per_a=1.9 e_tot_ev=-111340.572 lumo_energy_ev=-0.6338 multiplicity=1
Be -0.02 0.88 -1.11
O -0.03 4.73 -1.02
C -0.98 4.91 -0.07
C -1.24 6.17 0.46
C -2.14 6.35 1.49
C -2.84 5.26 1.99
C -2.63 4.01 1.44
C -1.70 3.81 0.42
C -1.55 2.40 -0.11
O -0.70 2.23 -1.15
N -1.10 1.54 1.03
N -0.02 0.86 0.71
C 0.80 0.18 1.43
C 1.94 -0.37 0.76
Br 2.32 0.58 -0.89
C 2.65 -1.41 1.27
C 3.83 -2.10 0.83
C 4.40 -2.00 -0.45
C 5.56 -2.68 -0.76
C 6.18 -3.49 0.17
C 5.62 -3.63 1.44
C 4.46 -2.95 1.76
H 0.32 5.61 -1.30
H -0.70 7.04 0.05
H -2.30 7.36 1.90
H -3.57 5.39 2.80
H -3.21 3.15 1.81
H -2.57 2.03 -0.37
H -1.27 1.83 2.00
H 0.67 0.03 2.52
H 2.27 -1.80 2.23
H 3.91 -1.38 -1.22
H 5.99 -2.56 -1.76
H 7.11 -4.02 -0.08
H 6.10 -4.28 2.18
H 4.02 -3.06 2.75
O -2.56 0.84 -2.65
C -3.13 -0.05 -2.03
C -2.55 -1.33 -1.65
C -3.40 -2.40 -1.45
C -2.89 -3.67 -1.24
C -1.51 -3.90 -1.21
C -0.65 -2.83 -1.35
C -1.14 -1.51 -1.54
O -0.29 -0.53 -1.56
N -3.79 -4.77 -1.03
O -4.99 -4.52 -0.92
O -3.30 -5.90 -0.96
H -4.21 0.07 -1.74
H -4.49 -2.26 -1.48
H -1.14 -4.92 -1.05
H 0.43 -2.96 -1.28

---

Record 4
14
Properties=species:S:1:pos:R:3 method="wB97M-V/def2-TZVPD" max_force_ev_per_a=0.6 smiles=OCC#C[C@H]1CN1 e_above_lowest_kj_mol=353.99 e_tot_ev=-8832.534 lumo_energy_ev=0.8477 multiplicity=1
O -1.70 0.88 1.68
C -2.06 -0.35 1.06
C -0.88 -0.89 0.38
C 0.27 -0.97 0.01
C 1.63 -0.55 -0.26
C 1.79 0.62 -1.16
N 1.90 0.79 0.28
H -1.01 0.68 2.33
H -2.46 -1.06 1.80
H -2.86 -0.10 0.36
H 2.43 -1.27 -0.13
H 0.90 0.97 -1.67
H 2.72 0.76 -1.69
H 1.02 1.15 0.65

---

Record 5
73
Properties=species:S:1:pos:R:3 method="wB97M-V/def2-TZVPD" max_force_ev_per_a=1.2 e_tot_ev=-134561.704 lumo_energy_ev=-0.2400 charge=-1 multiplicity=1
C 1.78 1.94 1.60
C 0.91 3.10 1.16
O 0.11 3.59 2.23
C -1.18 4.02 1.82
C -2.25 2.90 1.63
C -1.87 1.48 2.18
B -2.48 0.34 1.30
N -3.87 0.33 0.80
O -1.69 -0.77 0.95
P -2.48 1.48 3.80
O -3.99 0.72 3.88
Br -1.31 -0.19 4.89
H 2.25 1.47 0.73
H 2.57 2.31 2.28
H 1.16 1.24 2.17
H 1.53 3.93 0.76
H 0.24 2.78 0.34
H -1.06 4.61 0.90
H -1.53 4.69 2.62
H -2.54 2.84 0.57
H -3.15 3.29 2.16
H -3.97 0.99 0.03
H -4.06 -0.59 0.39
H -0.79 -0.44 0.85
H -4.67 1.42 3.78
C 6.16 -0.71 -2.62
C 5.06 0.02 -2.43
C 4.21 -0.17 -1.23
O 3.21 0.49 -1.05
C 4.63 -1.20 -0.25
C 5.72 -1.93 -0.44
C 6.57 -1.74 -1.63
O 7.58 -2.40 -1.81
H 6.79 -0.59 -3.49
H 4.74 0.78 -3.13
H 3.99 -1.32 0.62
H 6.05 -2.68 0.27
C -7.51 -0.13 -3.14
C -6.56 0.47 -2.42
C -5.13 0.40 -2.82
O -4.28 0.94 -2.14
C -4.79 -0.36 -4.04
C -5.74 -0.96 -4.76
C -7.17 -0.89 -4.37
O -8.03 -1.43 -5.03
H -8.55 -0.09 -2.87
H -6.78 1.03 -1.52
H -3.75 -0.40 -4.31
H -5.51 -1.53 -5.65
C 4.45 -0.39 5.34
C 4.40 0.46 6.36
C 3.27 0.41 7.33
O 3.23 1.19 8.27
C 2.22 -0.61 7.12
C 2.28 -1.46 6.10
C 3.40 -1.42 5.13
O 3.47 -2.20 4.21
H 5.26 -0.38 4.62
H 5.15 1.21 6.53
H 1.41 -0.62 7.84
H 1.52 -2.21 5.92
C -0.58 -1.86 -6.05
C 0.75 -1.87 -6.08
C 1.55 -2.27 -4.90
O 2.76 -2.28 -4.94
C 0.81 -2.65 -3.67
C -0.52 -2.64 -3.63
C -1.31 -2.25 -4.82
O -2.53 -2.25 -4.80
H -1.18 -1.58 -6.90
H 1.32 -1.59 -6.97
H 1.41 -2.93 -2.81
H -1.08 -2.91 -2.74

---

Record 6
18
Properties=species:S:1:pos:R:3 method="wB97M-V/def2-TZVPD" max_force_ev_per_a=4.6 e_above_lowest_kj_mol=280.22 e_tot_ev=-14711.859 lumo_energy_ev=-3.3694 charge=+1 multiplicity=1
C 0.26 -1.73 -0.66
C 1.23 -0.54 -0.61
C 0.65 0.34 0.49
N 1.47 1.67 0.37
O -2.69 -0.11 1.35
Si -2.06 0.48 0.07
H -0.65 -1.42 -1.15
H 0.64 -2.70 -1.11
H -0.17 -2.11 0.36
H 2.15 -1.02 -0.10
H 1.41 0.07 -1.54
H 0.85 -0.04 1.44
H 2.34 1.44 0.76
H 1.64 1.75 -0.64
H 1.01 2.52 0.74
H -3.65 -0.15 1.49
H -1.76 1.91 -0.32
H -2.68 -0.37 -0.94